Version i
14
Properties=species:S:1:pos:R:3:mulliken_charge:R:1 method="wB97M-V/def2-TZVPD" mol_weight_g_mol=103.1 charge=+1 gap_ev="8.848 / 8.848"
C -0.12171 -1.05156 -0.13093 0.21
C 1.16222 -0.89304 0.56977 -0.09
N -0.89795 -2.06255 -0.14154 -0.50
N 1.73664 0.24637 0.03128 -0.21
N -0.27751 0.20321 -0.96664 0.04
N -1.31333 1.38491 -0.08748 -0.40
O 0.84687 0.73697 -1.02798 -0.11
H 0.91192 -0.59187 1.54457 0.22
H 1.83079 -1.70055 0.52648 0.33
H -1.70955 -2.11050 -0.72427 0.29
H 2.32777 0.94338 0.43292 0.26
H -1.67835 1.71174 -0.94158 0.33
H -0.83271 2.16049 0.40071 0.33
H -1.98513 1.02299 0.51472 0.30

---

Version ii
14
Properties=species:S:1:pos:R:3:mulliken_charge:R:1 method="wB97M-V/def2-TZVPD" mol_weight_g_mol=103.1 charge=+1 gap_ev=9.870 smiles="CN(N=O)C(N)=[NH2+]"
C -0.69428 -1.54978 0.08516 -0.94
N -0.65732 -0.10431 0.01851 0.42
N -1.82888 0.55524 -0.01696 -0.22
O -2.78267 -0.16044 -0.21074 -0.39
C 0.65844 0.68025 0.08219 0.68
N 1.78593 0.04672 -0.09830 -0.29
N 0.41055 1.95816 0.15221 -0.26
H 0.33141 -1.95843 0.33996 0.33
H -1.30806 -1.83339 0.85597 0.32
H -0.90911 -2.00872 -0.79575 0.39
H 1.65109 -0.95225 -0.37106 0.19
H 2.71363 0.48239 -0.14996 0.25
H 1.14077 2.64589 0.02747 0.24
H -0.51147 2.19867 0.08130 0.28

---

Most stable = version ii

---

Version i
23
Properties=species:S:1:pos:R:3:mulliken_charge:R:1 method="wB97M-V/def2-TZVPD" mol_weight_g_mol=126.2 charge=0 gap_ev=9.894
H -3.57604 -1.51825 -1.72344 0.21
N -2.56212 -1.49665 -1.56662 -0.69
C -2.19013 -0.40426 -1.00336 0.20
N -3.07432 0.58984 -0.69774 -0.43
C -0.48408 -0.13939 -0.77571 0.52
C 0.19603 0.07138 -1.89437 -0.93
C -0.18753 -0.72568 0.49966 -0.64
C 1.11767 0.13133 1.26615 0.67
C 2.33207 -0.78109 1.38281 -1.43
C 1.50187 1.50848 0.75444 -1.44
H -3.98092 0.56906 -1.15243 0.20
H -2.69290 1.47781 -0.40341 0.23
H -0.32229 0.27299 -2.82632 0.29
H 1.27933 0.10773 -1.90181 0.29
H 0.13265 -1.76343 0.36449 0.25
H -0.99146 -0.72231 1.24059 0.38
H 0.68619 0.25910 2.26549 0.20
H 2.81741 -0.92653 0.41163 0.27
H 3.07973 -0.36739 2.07049 0.41
H 2.05932 -1.76712 1.77109 0.39
H 2.05054 1.46476 -0.19064 0.28
H 0.62872 2.15821 0.64543 0.32
H 2.18026 2.00142 1.46357 0.44

---

Version ii
23
Properties=species:S:1:pos:R:3:mulliken_charge:R:1 method="wB97M-V/def2-TZVPD" mol_weight_g_mol=126.2 charge=0 gap_ev=9.364 smiles=CCc1c[nH]cn1.CC
C 0.25269 -1.96840 1.31899 -0.84
C -1.26505 -1.70935 0.98226 -0.45
C -1.42548 -0.39846 0.25536 0.39
C -2.40600 0.61948 0.41431 -0.63
N -2.14191 1.59961 -0.60459 -0.12
C -1.27835 0.86459 -1.51399 -0.22
N -0.76912 -0.21060 -0.99953 -0.49
H 0.79031 -1.06506 1.29979 0.15
H 0.71227 -2.56673 0.56629 0.27
H 0.29173 -2.61029 2.29607 0.28
H -1.74444 -2.61045 0.41533 0.25
H -1.93951 -1.88831 1.80548 0.36
H -3.24004 0.87376 1.03381 0.39
H -2.45734 2.57028 -0.53014 0.23
H -1.03026 1.35525 -2.41287 0.43
C 3.73217 0.85839 0.66076 -0.87
C 3.55198 0.46614 -0.87405 -0.64
H 4.15690 1.80980 0.74472 0.34
H 2.83781 0.81827 1.22692 0.27
H 4.40852 0.13597 1.04218 0.25
H 3.92390 1.29532 -1.50706 0.26
H 2.55230 0.22973 -1.09756 0.15
H 4.14328 -0.46504 -1.11597 0.24

---

Most stable = version ii

---

Version i
23
Properties=species:S:1:pos:R:3:mulliken_charge:R:1 method="wB97M-V/def2-TZVPD" mol_weight_g_mol=126.2 charge=0 gap_ev=9.055
H 0.32815 -2.59151 0.07218 0.23
N 0.35551 -1.74668 0.63553 -0.82
C 0.72035 -0.70378 -0.01254 1.12
C 1.30225 -0.74064 -1.40044 -1.57
C 1.33050 0.45514 0.93343 0.36
C 2.08595 1.46872 0.49208 -1.15
N 0.98656 0.23456 2.24184 -0.42
H 1.12815 0.20298 -1.91121 0.23
H 0.83874 -1.54106 -1.97674 0.49
H 2.37608 -0.91502 -1.35380 0.38
H 2.30585 1.61750 -0.54918 0.24
H 2.48640 2.20450 1.17299 0.29
H 1.58196 0.62502 2.95402 0.21
H 0.65106 -0.71254 2.39628 0.25
C -1.82629 0.76044 -1.67846 -0.89
C -1.57141 0.45035 -0.41943 0.59
C -2.49845 -0.25335 0.51017 -1.10
H -2.72865 0.42181 -2.16851 0.26
H -1.12399 1.29652 -2.29725 0.29
H -0.55622 0.76840 0.08640 0.10
H -1.99534 -1.11486 0.94927 0.27
H -3.39370 -0.58694 -0.01222 0.37
H -2.78345 0.40044 1.33559 0.26

---

Version ii
23
Properties=species:S:1:pos:R:3:mulliken_charge:R:1 method="wB97M-V/def2-TZVPD" mol_weight_g_mol=126.2 charge=0 gap_ev=9.513 smiles=Cc1c[nH]cn1.CCC
C 3.31989 -0.58375 0.23697 -1.01
C 2.40621 -1.54856 -0.45460 0.52
C 1.87234 -1.61954 -1.69174 -0.52
N 1.10103 -2.77042 -1.74901 -0.08
C 1.13673 -3.31392 -0.45968 -0.16
N 1.96426 -2.69459 0.29600 -0.57
H 2.76166 0.00253 0.97945 0.22
H 3.86237 0.08497 -0.43864 0.31
H 4.03085 -1.21909 0.70783 0.31
H 1.94552 -1.11344 -2.64528 0.38
H 0.59192 -2.96523 -2.59244 0.19
H 0.62452 -4.24457 -0.27544 0.40
C -1.69356 2.83946 1.47645 -1.10
C -1.82175 1.70169 0.42663 -0.11
C -3.31871 1.45327 0.21021 -1.22
H -1.59643 3.81382 1.03698 0.31
H -0.87952 2.63266 2.15636 0.31
H -2.59975 2.96854 2.05031 0.32
H -1.32562 1.79148 -0.53586 0.32
H -1.41635 0.77806 0.87367 0.18
H -3.31986 0.47746 -0.31147 0.33
H -3.87252 1.31574 1.13706 0.37
H -3.77323 2.21344 -0.43376 0.29

---

Version iii
23
Properties=species:S:1:pos:R:3:mulliken_charge:R:1 method="wB97M-V/def2-TZVPD" mol_weight_g_mol=126.2 charge=0 gap_ev=9.640
H 0.69139 -1.86918 0.50695 0.33
N 1.62221 -1.30402 0.43193 -0.74
C 1.55776 -0.41004 -0.45848 0.70
N 0.50340 -0.31807 -1.37723 -0.39
C 2.45507 0.75876 -0.44400 -0.37
C 3.49911 0.84822 0.36829 -0.79
H 0.51812 0.40661 -2.07868 0.19
H 0.08861 -1.18575 -1.67842 0.27
H 2.20157 1.57071 -1.11689 0.21
H 4.13225 1.72120 0.39769 0.28
H 3.72026 0.03960 1.04576 0.32
C -1.27656 -1.33737 1.06098 -1.59
C -1.58701 -0.21463 0.38272 1.57
C -2.59990 -0.20601 -0.72504 -1.41
C -1.16639 1.13977 0.87290 -1.41
H -1.78021 -2.26574 0.83393 0.35
H -0.79789 -1.27448 2.02545 0.43
H -2.20899 0.31609 -1.59549 0.31
H -2.89660 -1.21589 -1.00826 0.36
H -3.49632 0.33172 -0.41055 0.36
H -0.37819 1.05853 1.61618 0.34
H -0.79107 1.74399 0.04178 0.27
H -2.01058 1.66601 1.30849 0.41

---

Version iv
23
Properties=species:S:1:pos:R:3:mulliken_charge:R:1 method="wB97M-V/def2-TZVPD" mol_weight_g_mol=126.2 charge=0 gap_ev=9.496 smiles=Cc1c[nH]cn1.CCC
C -0.54161 -1.55693 2.81144 -1.12
C 0.49862 -0.98288 1.92836 0.93
C 0.68216 0.26111 1.40850 -0.82
N 1.83649 0.23948 0.67708 0.02
C 2.38261 -0.98925 0.90107 -0.21
N 1.66079 -1.72081 1.70591 -0.67
H -1.11165 -2.30536 2.24354 0.26
H -1.27717 -0.87212 3.23662 0.33
H -0.17726 -2.09833 3.68480 0.31
H -0.16827 0.90332 1.35981 0.29
H 2.32632 0.96357 0.18442 0.21
H 3.24484 -1.42617 0.44727 0.43
C -1.09431 0.21186 -2.89947 -1.21
C -0.28705 0.62060 -1.63541 0.15
C -1.01510 1.80466 -0.97718 -1.20
H -0.48213 0.15334 -3.79790 0.32
H -1.91915 0.89681 -3.07587 0.31
H -1.56465 -0.75985 -2.75152 0.30
H -0.11857 -0.31271 -1.08984 0.14
H 0.76523 0.81791 -1.88240 0.21
H -2.07782 1.57694 -0.97391 0.34
H -0.77990 1.89444 0.07708 0.36
H -0.78241 2.68038 -1.58243 0.31

---

Most stable = version ii

---

Version i
23
Properties=species:S:1:pos:R:3:mulliken_charge:R:1 method="wB97M-V/def2-TZVPD" mol_weight_g_mol=126.2 charge=0 gap_ev=7.661
C -0.63696 0.11193 0.93194 1.35
C 0.77888 -0.02172 -1.28086 0.90
C 0.49242 0.66933 0.07260 -1.26
C -1.98660 0.01868 0.24530 -1.82
C -0.65939 0.55487 2.31142 -1.42
C 2.18436 0.33249 -1.79998 -1.67
N -0.18804 -1.65862 1.27812 -0.75
C -0.20830 0.34277 -2.29323 -0.02
N -0.96545 0.65727 -3.09947 -0.50
H 0.71748 -1.10753 -1.14427 0.23
H 0.77361 -1.96448 1.14291 0.33
H -0.86041 -2.35976 0.96469 0.29
H 0.28077 1.72656 -0.10737 0.36
H 1.41122 0.63709 0.66420 0.48
H -0.30445 -1.22229 2.30461 0.51
H -1.98611 -0.67688 -0.59427 0.41
H -2.26728 0.99755 -0.14529 0.34
H -2.74734 -0.30435 0.95641 0.49
H 0.19088 1.13942 2.65195 0.28
H -1.62026 0.86438 2.70832 0.27
H 2.37878 -0.14285 -2.76090 0.43
H 2.93621 -0.00522 -1.08617 0.42
H 2.28598 1.41137 -1.92066 0.34

---

Version ii
23
Properties=species:S:1:pos:R:3:mulliken_charge:R:1 method="wB97M-V/def2-TZVPD" mol_weight_g_mol=126.2 charge=0 gap_ev=9.717
H -2.95217 0.84990 -1.48923 0.24
N -3.43047 0.06236 -0.69470 -0.63
C -2.52728 -0.62675 0.01560 0.09
N -1.22538 -0.77209 0.01603 -0.27
C -0.52182 -0.55108 1.30736 -1.00
C -0.15440 0.26138 0.05642 0.87
C -0.48223 1.69043 0.13379 -1.65
C 1.15088 -0.14575 -0.55940 0.61
C 2.31433 0.55521 0.00842 -1.05
C 1.22687 -1.67466 -0.46860 -1.53
H -3.10343 -1.05509 0.92704 0.31
H 0.10178 -1.36713 1.62523 0.13
H -1.13543 -0.06656 2.02390 0.45
H 0.45623 2.20384 0.54221 0.31
H -1.45644 1.91789 0.47517 0.52
H -0.43476 2.10153 -0.93868 0.33
H 0.88884 0.15242 -1.58312 0.38
H 2.07837 0.87668 1.26352 0.20
H 3.35619 0.05656 -0.34204 0.28
H 2.32463 1.54468 -0.66633 0.32
H 0.14241 -1.87000 -0.90873 0.37
H 2.02316 -1.86451 -1.18579 0.44
H 1.36010 -2.27924 0.44194 0.30

---

Most stable = version i

---

Version i
9
Properties=species:S:1:pos:R:3:mulliken_charge:R:1 method="wB97M-V/def2-TZVPD" mol_weight_g_mol=85.1 charge=0 gap_ev=9.739 smiles="O=CC=C=NO"
O 2.24518 0.33765 0.18561 -0.48
C 1.67270 -0.72661 0.14735 0.06
C 0.20839 -0.88592 0.17426 -0.54
C -0.51535 0.19639 0.30925 0.67
N -1.23359 1.18853 0.38179 -0.40
O -1.95161 1.29280 -0.80667 -0.33
H 2.21090 -1.68629 0.18060 0.31
H -0.26061 -1.86378 0.20372 0.35
H -2.37600 2.14723 -0.77591 0.35

---

Version ii
9
Properties=species:S:1:pos:R:3:mulliken_charge:R:1 method="wB97M-V/def2-TZVPD" mol_weight_g_mol=85.1 charge=0 gap_ev=10.118
O 0.17116 -0.95581 1.25844 -0.54
C -0.10322 0.01895 0.32425 0.20
C 0.83967 -0.08307 -0.85603 0.27
O 1.74159 -0.89229 -0.85067 -0.50
C -1.46681 0.41671 0.12310 -0.02
N -2.48959 0.96049 0.03208 -0.39
H 1.02175 -1.37142 0.99324 0.38
H -0.39397 1.28631 0.65754 0.23
H 0.67943 0.62015 -1.68195 0.37

---

Version iii
9
Properties=species:S:1:pos:R:3:mulliken_charge:R:1 method="wB97M-V/def2-TZVPD" mol_weight_g_mol=85.1 charge=0 gap_ev=10.425 smiles=Oc1ccon1
O 2.11491 0.11323 -0.17507 -0.46
C 0.79424 -0.04511 -0.05403 0.64
C -0.19885 1.04401 -0.10191 -0.62
C -1.31570 0.23672 -0.15946 -0.04
O -1.09965 -1.05999 -0.02086 -0.12
N 0.28908 -1.24094 0.00306 -0.41
H 2.52830 -0.76693 -0.16973 0.36
H -0.77187 1.14219 0.91163 0.19
H -2.34046 0.57682 -0.23363 0.48

---

Most stable = version ii

---

Version i
9
Properties=species:S:1:pos:R:3:mulliken_charge:R:1 method="wB97M-V/def2-TZVPD" mol_weight_g_mol=85.1 charge=0 gap_ev="7.374 / 7.375"
O 1.06207 -1.24478 -0.46510 -0.42
C 0.07709 -0.46196 -0.13721 0.61
C 0.27553 0.91902 0.23114 -0.06
O 1.42570 1.44874 0.25766 -0.71
C -1.24196 -1.01096 -0.14826 -0.02
N -2.33863 -1.38335 -0.13860 -0.31
H 1.89761 -0.72742 -0.38741 0.36
H -0.51666 1.05483 1.06182 0.28
H -0.64074 1.40589 -0.27406 0.27

---

Version ii
9
Properties=species:S:1:pos:R:3:mulliken_charge:R:1 method="wB97M-V/def2-TZVPD" mol_weight_g_mol=85.1 charge=0 gap_ev="9.104 / 7.984"
C 0.92536 1.15185 0.00765 0.26
C 0.27752 -0.13183 0.10230 0.55
C -1.22532 -0.12182 0.03677 -0.97
N 1.60306 2.07312 -0.09196 -0.31
O 2.31524 -1.30659 0.11283 -0.45
O 0.97702 -1.23264 -0.00839 0.01
H -1.81624 -0.03406 1.04865 0.27
H -1.54164 -1.07298 -0.40384 0.32
H -1.51499 0.67495 -0.80400 0.30

---

Most stable = version i